Entry 1:
Entry from OMol25: C12H19InN as an isolated structure (ωB97M-V/def2-TZVPD).

Summary:
Lowest unoccupied orbital energy (spin up / spin down), Eh: 0.0924 / 0.0924
Total charge: -1
HOMO (spin up / spin down), eV: -2.923 / -2.930

Positions of all 33 atoms, in Å:
H1 -0.02 -4.45 0.00
C1 0.62 -3.93 0.73
H2 2.93 1.83 0.73
C2 -0.29 1.76 -2.52
C3 -1.18 -2.30 1.35
C4 -0.28 2.76 1.12
C5 1.87 1.93 0.98
H3 1.45 -1.66 -0.87
C6 -1.34 2.55 -2.75
H4 -2.21 2.58 -2.08
H5 -1.29 -2.82 2.31
H6 1.11 0.50 -3.55
C7 -0.18 1.65 2.01
H7 1.24 3.73 -0.21
N1 -2.25 0.51 -0.09
H8 -0.18 -2.28 -1.32
H9 -3.08 0.29 -0.66
H10 -1.38 3.20 -3.63
H11 0.96 -1.95 1.51
H12 -1.46 -1.25 1.50
H13 1.56 0.33 2.54
H14 -1.15 3.40 0.99
H15 1.67 -4.06 0.43
C8 0.40 -1.76 -0.55
C9 0.26 -2.44 0.81
C10 0.99 2.94 0.49
H16 1.84 1.94 -2.64
H17 -1.90 -2.73 0.64
H18 0.49 -4.42 1.70
C11 0.95 1.37 -2.90
H19 -0.96 1.31 2.69
C12 1.15 1.14 1.93
In1 -0.34 0.34 -0.70

Here are the Mulliken charges for atoms 1 to 6, given in e: 0.34, -1.64, 0.36, 0.30, -1.20, -0.34



Entry 2:
Entry from OMol25: an isolated molecule of C18H20ClN3O2 (ωB97M-V/def2-TZVPD).

Summary:
Relative energy (zero: lowest compared OMol25 entry of this formula, charge and spin), kJ/mol: 1.63
Lowest unoccupied orbital energy, Eh: 0.0247
Total charge: 0
HOMO, eV: -7.605
SMILES string: COc1cccc(N2CCN(C(=O)Nc3ccccc3Cl)CC2)c1

Positions of all 44 atoms, in Å:
O1 1.63 -0.86 1.20
Cl1 -2.45 -2.96 -1.22
N1 -0.89 1.46 2.00
H1 -2.36 0.44 -2.21
H2 0.09 2.07 3.72
H3 3.15 1.76 -0.56
C1 2.86 2.54 -1.26
H4 2.68 3.48 -0.71
H5 1.49 -0.34 3.45
C2 -1.57 0.83 -1.59
C3 -0.69 -2.56 -3.22
C4 1.51 -1.68 -2.90
H6 -0.25 1.20 -3.25
H7 -2.06 1.07 3.64
C5 -1.98 0.73 2.60
C6 1.30 -1.61 -1.54
H8 -2.18 -1.26 1.72
C7 0.62 1.77 -1.38
H9 1.22 2.28 0.59
C8 -1.68 -0.80 2.57
H10 -1.13 -2.28 0.59
H11 2.07 -1.24 -0.88
C9 0.47 -1.20 1.32
C10 0.44 1.85 0.00
C11 -0.72 1.37 0.61
C12 -1.73 0.87 -0.22
C13 0.08 -2.00 -0.99
H12 3.67 2.70 -1.98
H13 -2.92 0.95 2.10
C14 -0.90 -2.47 -1.86
H14 -0.02 -0.20 4.39
C15 0.26 1.38 2.89
H15 2.46 -1.36 -3.30
H16 -2.66 0.50 0.18
H17 -2.03 -1.28 3.48
H18 -1.48 -2.93 -3.86
N2 -0.21 -1.92 0.36
C16 -0.40 1.26 -2.18
O2 1.75 2.17 -2.02
C17 0.52 -2.15 -3.75
N3 -0.24 -0.97 2.49
H19 1.16 1.69 2.37
H20 0.69 -2.21 -4.81
C18 0.43 -0.07 3.41

Here are the Mulliken charges for atoms 1 to 6, given in e: -0.64, -0.27, -0.09, 0.42, 0.43, 0.34



Entry 3:
Entry from OMol25: an isolated molecule of C4H7NO (ωB97M-V/def2-TZVPD).

Summary:
Relative energy (zero: lowest compared OMol25 entry of this formula, charge and spin), kJ/mol: 156.30
Lowest unoccupied orbital energy, Eh: 0.0307
Total charge: 0
HOMO, eV: -10.363
SMILES string: COCCC#N

Positions of all 13 atoms, in Å:
C1 -1.20 -0.89 -0.71
N1 0.75 -2.64 -1.01
C2 1.41 1.27 0.63
H1 -2.09 -1.41 -0.33
H2 -1.44 -0.48 -1.70
C3 -0.11 -1.88 -0.88
H3 0.99 2.20 1.02
O1 0.54 0.58 -0.23
H4 2.28 1.51 0.01
C4 -0.73 0.22 0.25
H5 1.77 0.66 1.47
H6 -0.73 -0.20 1.27
H7 -1.44 1.06 0.22

Here are the Mulliken charges for atoms 1 to 6, given in e: -0.43, -0.42, -0.72, 0.32, 0.25, 0.27



Entry 4:
Entry from OMol25: C26H25N3O2S4Tc as an isolated structure (ωB97M-V/def2-TZVPD).

Summary:
Relative energy (zero: lowest compared OMol25 entry of this formula, charge and spin), kJ/mol: 361.41
Lowest unoccupied orbital energy (spin up / spin down), Eh: -0.2935 / -0.2990
Total charge: +2
HOMO (spin up / spin down), eV: -13.870 / -14.133
<S²>: 0.771
Spin multiplicity: 2

Positions of all 61 atoms, in Å:
S1 -0.58 -3.58 0.55
H1 -3.18 -6.22 2.71
H2 -4.60 0.25 3.11
N1 2.72 -0.81 1.60
C1 1.89 0.92 -2.28
Tc1 -0.14 -2.28 2.36
C2 -2.78 -0.77 2.65
C3 3.11 1.62 1.85
H3 -1.76 -7.30 2.58
C4 3.53 0.33 1.50
H4 -3.26 -1.74 2.59
H5 -1.87 -1.46 -4.48
H6 1.28 1.97 -4.60
H7 0.43 2.34 -0.41
C5 -0.81 0.63 2.55
C6 0.55 0.74 2.19
C7 -2.00 -1.51 -2.31
H8 -0.31 3.82 -5.07
H9 -2.78 -1.46 -1.54
C8 -0.15 3.48 -4.05
C9 3.98 2.72 1.78
C10 -1.59 1.76 2.90
C11 5.70 1.25 1.00
C12 4.85 0.17 1.08
O1 -1.83 -5.78 1.17
H10 -3.15 -0.44 -3.81
C13 -0.83 4.09 -3.01
C14 -2.94 1.61 3.10
O2 2.78 0.61 -2.99
H11 -1.45 0.58 -2.21
H12 -1.06 -0.86 -0.01
S2 1.55 1.99 2.55
H13 5.95 3.37 1.28
H14 -3.34 -2.19 -3.86
H15 5.18 -0.83 0.83
H16 -0.17 -0.48 -2.79
S3 -1.54 -4.11 3.24
C15 -2.63 -1.39 -3.70
H17 -3.55 2.47 3.35
C16 0.25 2.64 -1.43
H18 -1.14 2.74 2.99
H19 6.72 1.10 0.67
C17 -1.41 -4.67 1.64
C18 5.27 2.53 1.34
C19 0.78 -0.29 -0.31
N2 -0.43 -0.49 -0.72
H20 2.72 -0.05 -0.63
C20 -0.62 3.68 -1.70
C21 -1.40 -0.68 2.47
C22 -0.99 -0.40 -2.08
H21 -1.51 -2.48 -2.20
C23 0.73 2.45 -3.80
C24 0.93 2.02 -2.49
H22 -1.14 4.18 -0.88
C25 -2.51 -6.74 2.03
H23 -3.05 -7.39 1.36
H24 -1.52 4.90 -3.21
N3 1.80 0.21 -0.98
H25 3.64 3.70 2.07
S4 1.19 -0.82 1.48
C26 -3.53 0.35 2.96

Here are the Mulliken charges for atoms 1 to 6, given in e: -0.27, 0.38, 0.44, -0.69, -0.11, -0.76



Entry 5:
Entry from OMol25: an isolated molecule of CH5NO2Si (ωB97M-V/def2-TZVPD).

Summary:
Relative energy (zero: lowest compared OMol25 entry of this formula, charge and spin), kJ/mol: 3.16
Lowest unoccupied orbital energy, Eh: 0.0077
Total charge: 0
HOMO, eV: -9.825
SMILES string: CN(O)[SiH]=O

Positions of all 10 atoms, in Å:
H1 1.89 0.23 -0.56
Si1 -1.56 -0.69 -0.29
H2 1.51 0.39 1.04
H3 -1.26 -1.92 -0.88
N1 -0.08 0.20 -0.32
O1 -0.21 1.61 -0.19
H4 1.54 -1.22 0.29
O2 -2.95 -0.19 0.03
H5 -0.05 1.77 0.75
C1 1.18 -0.17 0.12

Here are the Mulliken charges for atoms 1 to 6, given in e: 0.34, 0.40, 0.21, -0.06, 0.16, -0.40



Entry 6:
Entry from OMol25: a 2-piece molecular cluster, H2N2O3S2 overall (ωB97M-V/def2-TZVPD).

Summary:
Relative energy (zero: lowest compared OMol25 entry of this formula, charge and spin), kJ/mol: 39.53
Lowest unoccupied orbital energy (spin up / spin down), Eh: -0.0085 / -0.0893
Total charge: 0
HOMO (spin up / spin down), eV: -9.772 / -10.887
<S²>: 2.007
Spin multiplicity: 3

Positions of all 9 atoms, in Å:
N1 0.22 -0.15 -0.13
S1 3.40 0.44 0.00
H1 0.16 0.40 0.67
H2 0.61 0.39 -0.87
S2 3.60 -1.82 -0.21
O1 2.39 -0.97 0.36
O2 3.80 0.99 1.21
O3 2.92 1.45 -0.91
N2 4.42 -0.56 -0.80

Here are the Mulliken charges for atoms 1 to 6, given in e: -0.50, 1.02, 0.26, 0.28, 0.38, -0.22



Entry 7:
Entry from OMol25: C20H42CaF6N7O10S2 as an isolated structure (ωB97M-V/def2-TZVPD).

Summary:
Relative energy (zero: lowest compared OMol25 entry of this formula, charge and spin), kJ/mol: 374.87
Lowest unoccupied orbital energy, Eh: -0.0768
Total charge: +1
HOMO, eV: -11.877

Positions of all 88 atoms, in Å:
H1 -1.99 -2.55 -2.33
F1 1.61 4.18 1.08
N1 -0.59 -4.16 -1.54
O1 -1.85 -0.52 0.38
H2 2.39 -1.40 -4.97
H3 -1.80 0.35 5.12
H4 -0.75 -2.73 2.39
C1 -2.42 1.40 -3.55
O2 4.45 2.34 0.76
F2 4.03 1.69 -2.08
N2 -2.65 3.18 -1.93
Ca1 0.36 0.14 -0.15
H5 -1.76 -1.08 2.68
H6 -3.78 -0.41 -1.58
C2 1.19 2.45 -4.13
F3 2.84 4.22 -0.71
H7 -2.27 2.05 4.76
H8 1.55 -4.46 2.96
H9 -1.72 1.80 -4.28
H10 -1.71 3.48 0.11
C3 -2.34 3.90 -0.67
H11 -2.66 -4.00 -2.02
N3 -0.89 1.28 3.50
C4 1.36 -4.24 -0.09
H12 0.27 3.02 -4.25
H13 1.87 2.93 -4.83
H14 1.60 -3.75 0.85
H15 -4.98 -0.23 -0.34
H16 0.96 -5.21 0.20
C5 0.31 -3.44 -0.90
C6 2.03 3.50 0.07
H17 2.16 -1.72 -3.19
N4 1.12 1.04 -4.51
S1 3.75 -0.27 -0.30
C7 -1.44 1.34 4.82
H18 -1.55 4.23 2.50
H19 -0.52 -5.15 -1.35
O3 3.38 -1.54 -0.95
O4 -1.23 1.44 -1.54
F4 4.81 0.01 -2.81
H20 -2.90 -2.38 2.97
H21 -1.71 4.76 -0.89
N5 -3.67 -0.93 1.67
H22 -3.81 1.06 -0.66
H23 -0.83 1.71 5.64
O5 0.59 -0.98 2.05
H24 -3.22 4.40 -0.26
H25 -2.14 0.34 -3.60
H26 -3.03 -0.67 3.71
H27 1.47 2.49 -3.08
H28 -1.46 -3.97 -3.33
S2 3.03 2.03 0.89
H29 -4.66 -1.15 1.66
C8 -0.73 3.72 3.01
C9 1.75 -1.27 -4.09
H30 0.83 -1.81 -4.31
O6 0.90 0.23 -2.41
C10 0.52 -4.21 3.22
H31 1.06 0.85 -5.50
O7 0.36 -2.23 -0.92
C11 -1.70 -3.60 -2.33
H32 2.98 -2.77 2.55
C12 1.23 0.11 -3.56
C13 -0.55 2.21 2.61
C14 2.42 -2.07 3.16
C15 -2.05 2.01 -2.23
H33 -1.00 3.89 4.05
H34 0.17 4.30 2.79
H35 2.82 -1.06 3.12
N6 0.16 -2.91 2.77
H36 2.45 -2.38 4.21
F5 0.90 3.12 -0.57
H37 2.15 -4.42 -0.83
C16 -3.94 -0.02 -0.57
C17 4.75 0.69 -1.68
C18 0.97 -1.97 2.61
O8 -0.32 1.78 1.46
O9 4.75 -0.43 0.76
N7 2.47 0.81 0.10
H38 -0.55 0.36 3.26
H39 -3.48 1.54 -3.76
O10 2.65 2.00 2.28
H40 0.58 -4.27 4.31
C19 -2.82 -1.30 2.84
H41 -0.22 -4.98 3.01
F6 5.97 1.10 -1.24
H42 -3.25 3.64 -2.60
C20 -3.03 -0.52 0.55

Here are the Mulliken charges for atoms 1 to 6, given in e: 0.12, -0.25, -0.18, -0.29, 0.39, 0.35



Entry 8:
Entry from OMol25: C3H4S2 as an isolated structure (ωB97M-V/def2-TZVPD).

Summary:
Relative energy (zero: lowest compared OMol25 entry of this formula, charge and spin), kJ/mol: 237.87
Lowest unoccupied orbital energy, Eh: 0.0105
Total charge: 0
HOMO, eV: -8.578

Positions of all 9 atoms, in Å:
S1 1.07 -1.52 -0.39
H1 -1.37 1.09 0.40
C1 0.15 -0.13 0.41
H2 0.13 -0.57 1.45
H3 -0.81 0.68 -1.11
C2 -1.14 0.26 -0.22
S2 1.56 0.98 0.27
H4 -1.93 -0.39 -0.41
C3 2.34 -0.40 -0.42

Here are the Mulliken charges for atoms 1 to 6, given in e: -0.02, 0.31, -0.15, 0.46, 0.39, -1.14



| no. | E_tot (hartree) |
| --- | --- |
| 1 | -713.3110 |
| 2 | -1472.8728 |
| 3 | -286.5721 |
| 4 | -2993.4178 |
| 5 | -535.7652 |
| 6 | -1132.5942 |
| 7 | -3996.1172 |
| 8 | -912.9699 |